DFT (ωB97M-V with the def2-TZVPD basis set) results for a cluster of 8 separate species, C24H66F3N7O13 in total at a distorted geometry.

As for the molar mass: 717.8 g mol⁻¹. The value obtained for the lowest unoccupied orbital energy is -0.2067 Eh. Its highest occupied orbital energy is -10.8 eV. For the HOMO-LUMO gap, the calculation gives 5.1 eV. The value obtained for the total energy is -71133.2759 eV.

```
! wB97M-V def2-TZVPD RIJCOSX def2/J DEFGRID3
* xyz 2 1
C -2.45 2.08 -4.23
C -1.94 0.74 -4.67
C -0.54 0.73 -5.28
O -0.48 -0.56 -5.90
C 0.81 -0.72 -6.53
N -2.10 -0.24 -3.52
H -1.35 -0.94 -3.53
H -1.89 0.25 -2.64
H -3.00 -0.69 -3.37
H -1.81 2.35 -3.38
H -3.50 2.15 -3.98
H -2.21 2.87 -4.95
H -2.65 0.40 -5.42
H 0.26 0.67 -4.53
H -0.38 1.56 -5.97
H 0.85 -0.02 -7.38
H 0.78 -1.74 -6.89
H 1.66 -0.43 -5.92
C -3.20 -4.15 2.96
C -3.03 -2.90 2.09
C -4.24 -1.98 2.17
O -4.08 -0.86 1.33
C -4.22 -1.04 -0.07
N -1.83 -2.06 2.56
H -2.10 -1.65 3.45
H -1.07 -2.71 2.72
H -1.74 -1.32 1.85
H -4.04 -4.75 2.60
H -3.46 -3.90 3.99
H -2.33 -4.81 2.95
H -2.73 -3.19 1.08
H -4.48 -1.70 3.19
H -5.09 -2.56 1.80
H -3.52 -1.74 -0.52
H -4.22 -0.06 -0.56
H -5.21 -1.45 -0.28
C -0.13 2.97 3.63
C 0.00 1.77 4.56
C 1.32 0.95 4.51
O 2.32 1.74 5.07
C 3.65 1.34 4.73
N -0.24 2.18 5.98
H -0.07 1.36 6.58
H 0.41 2.87 6.37
H -1.20 2.52 6.05
H 0.44 3.85 3.95
H -1.12 3.44 3.59
H 0.07 2.67 2.61
H -0.80 1.12 4.19
H 1.58 0.68 3.48
H 1.14 -0.05 4.94
H 3.65 0.26 4.51
H 4.31 1.47 5.59
H 4.07 1.84 3.86
C 2.69 -4.67 -0.51
C 1.69 -4.23 -1.54
C 1.33 -5.26 -2.62
O 0.81 -6.39 -1.96
C 0.08 -7.24 -2.84
N 0.40 -3.85 -0.75
H 0.07 -2.92 -1.00
H -0.40 -4.44 -0.97
H 0.63 -3.87 0.24
H 3.61 -5.04 -0.96
H 2.30 -5.48 0.12
H 2.98 -3.95 0.26
H 1.98 -3.25 -1.91
H 2.30 -5.47 -3.08
H 0.63 -4.89 -3.37
H -0.09 -8.15 -2.26
H 0.74 -7.59 -3.63
H -0.92 -6.90 -3.10
C 0.61 6.43 -0.32
C 0.06 5.15 0.28
C -1.46 5.12 0.35
O -1.65 3.79 0.82
C -2.95 3.22 0.89
N 0.60 3.99 -0.51
H 0.11 3.12 -0.23
H 0.50 4.17 -1.50
H 1.58 3.76 -0.27
H 1.70 6.40 -0.35
H 0.39 7.30 0.30
H 0.20 6.76 -1.28
H 0.44 5.01 1.29
H -1.95 5.23 -0.63
H -1.95 5.83 1.02
H -3.43 3.19 -0.09
H -3.52 3.90 1.54
H -2.89 2.24 1.35
N 1.01 -2.47 -4.11
O 0.01 -2.24 -3.35
O 0.89 -3.33 -4.99
O 2.06 -1.87 -3.89
N -0.56 0.06 -0.27
O -0.56 0.21 0.99
O -0.64 -1.08 -0.75
O -0.60 1.07 -1.00
C 4.25 2.47 0.31
O 4.00 1.08 0.43
O 3.55 2.97 -0.74
C 4.07 3.14 1.67
F 4.52 4.42 1.56
F 2.81 3.20 2.16
F 4.89 2.62 2.61
C 2.74 0.54 0.65
C 2.90 -0.85 1.24
H 3.51 -1.42 0.54
H 3.43 -0.77 2.19
H 1.98 -1.39 1.47
H 2.25 0.36 -0.31
H 2.06 1.07 1.32
H 5.32 2.59 0.09
*
```